1.
Entry from OMol25: a molecular structure, C4H8NaO2 (ωB97M-V with the def2-TZVPD basis set).

Structure (ORCA input):
```
! wB97M-V def2-TZVPD RIJCOSX def2/J DEFGRID3
* xyz 1 1
C -0.397 0.621 -1.127
H -1.616 0.615 0.658
H -1.243 0.890 -1.789
O 0.592 -0.962 0.958
C 0.820 -1.213 -0.403
O -0.234 -0.794 -1.229
C -0.642 1.019 0.321
H 1.765 -0.732 -0.723
C 0.475 0.444 1.179
Na -2.010 -2.341 0.580
H 0.288 0.578 2.262
H 0.508 1.124 -1.517
H -0.682 2.121 0.421
H 1.437 0.935 0.940
H 0.939 -2.306 -0.532
*
```

Output
* energy relative to the best compared isomer or geometry (same formula, charge and spin): 0.0 kJ/mol
* max |F|: 1.3 eV/A
* LUMO energy: -4.8 eV

2.
Entry from OMol25: 2 unconnected molecules or ions with the total composition C4H8O (ωB97M-V with the def2-TZVPD basis set).

Structure (ORCA input):
```
! wB97M-V def2-TZVPD RIJCOSX def2/J DEFGRID3
* xyz 0 1
H -0.273 0.137 -0.800
C 1.027 -1.507 -0.069
H -0.717 -2.669 -0.347
H -1.338 1.277 1.135
C -0.753 1.872 0.432
H 1.625 -0.886 0.593
H -0.416 -2.044 1.371
O 0.639 1.597 0.433
H -1.035 2.919 0.347
C -0.082 -2.113 0.340
C -0.122 1.206 -0.703
H 0.106 1.744 -1.621
H 1.339 -1.533 -1.112
*
```

Output
* energy relative to the best compared isomer or geometry (same formula, charge and spin): 251.1 kJ/mol
* max |F|: 0.4 eV/A
* SMILES: C1CO1.C=C
* LUMO energy: 1.2 eV

3.
Entry from OMol25: C4H8O in the gas phase (ωB97M-V with the def2-TZVPD basis set).

Structure (ORCA input):
```
! wB97M-V def2-TZVPD RIJCOSX def2/J DEFGRID3
* xyz 0 1
H -2.078 -0.923 -1.336
H -1.825 1.261 -0.021
H 1.528 -0.440 1.552
C -1.305 -0.843 -0.579
H -0.135 0.650 -1.733
H -1.085 -1.767 -0.052
H -0.911 0.348 1.265
O 1.132 -0.400 -0.482
C 1.742 0.158 0.656
C -0.138 0.061 -0.817
H 2.822 0.145 0.486
C -1.164 0.432 0.212
H 1.421 1.190 0.840
*
```

Output
* energy relative to the best compared isomer or geometry (same formula, charge and spin): 158.2 kJ/mol
* max |F|: 0.3 eV/A
* SMILES: COC1CC1
* LUMO energy: 1.2 eV

4.
Entry from OMol25: C4H8O in the gas phase (ωB97M-V with the def2-TZVPD basis set).

Structure (ORCA input):
```
! wB97M-V def2-TZVPD RIJCOSX def2/J DEFGRID3
* xyz 0 1
H 1.100 0.977 -1.248
H 2.491 -0.227 0.671
C 1.605 -0.631 0.137
C -0.798 0.177 -0.441
H 1.065 -1.295 0.842
H -1.975 -0.819 0.727
H -0.411 2.267 0.289
O -1.279 -1.032 0.075
H -0.186 0.921 1.547
H 2.013 -1.278 -0.690
C -0.236 1.210 0.485
C 0.685 0.436 -0.422
H -1.401 0.560 -1.285
*
```

Output
* energy relative to the best compared isomer or geometry (same formula, charge and spin): 108.2 kJ/mol
* max |F|: 1.1 eV/A
* SMILES: C[C@@H]1C[C@@H]1O
* LUMO energy: 1.0 eV

5.
Entry from OMol25: 2 unconnected molecules or ions with the total composition C4H8O (ωB97M-V with the def2-TZVPD basis set).

Structure (ORCA input):
```
! wB97M-V def2-TZVPD RIJCOSX def2/J DEFGRID3
* xyz 0 1
H 1.865 1.072 -1.780
C 0.561 1.643 -0.081
C -1.480 -2.570 0.494
H -2.405 -3.139 0.707
H 0.447 0.091 1.277
H -0.671 -2.949 -0.154
C 0.914 0.827 -1.298
O -1.370 -1.482 1.007
H 0.113 1.741 2.009
H 0.509 2.723 -0.203
H 0.236 1.100 -2.109
H 0.906 -0.220 -1.008
C 0.375 1.162 1.137
*
```

Output
* energy relative to the best compared isomer or geometry (same formula, charge and spin): 176.8 kJ/mol
* max |F|: 1.3 eV/A
* SMILES: C=CC.C=O
* LUMO energy: 0.8 eV

6.
Entry from OMol25: a molecular structure, C4H8O (ωB97M-V with the def2-TZVPD basis set).

Structure (ORCA input):
```
! wB97M-V def2-TZVPD RIJCOSX def2/J DEFGRID3
* xyz 0 1
O -2.181 0.422 -0.193
C 0.248 0.043 0.425
H 0.948 -2.089 -0.063
H -1.831 -0.246 0.617
H 1.175 1.838 0.112
H -0.937 1.644 1.019
H 1.009 0.936 -1.492
C -0.991 0.707 0.483
H -0.599 -1.798 0.826
C 1.173 0.854 -0.401
C 0.081 -1.430 0.058
H 2.247 0.599 -0.432
H -0.341 -1.479 -0.960
*
```

Output
* energy relative to the best compared isomer or geometry (same formula, charge and spin): 494.5 kJ/mol
* max |F|: 5.1 eV/A
* LUMO energy: 0.0 eV

In eV, the frontier orbital gap values for the records above are, in order, 9.47 11.13 10.68 10.86 10.07 8.15.